This record from the Open Molecules 2025 dataset describes 22 unconnected molecules or ions with the total composition C44H132O44 at a distorted geometry. The level of theory is the ωB97M-V functional and the def2-TZVPD basis.

CARTESIAN COORDINATES (ANGSTROEM)
C1 26.7792 1.2301 -3.9638
C2 26.4485 2.5245 -3.1482
O1 26.9347 2.5301 -1.7785
O2 28.1546 1.1796 -4.1826
H1 26.3650 1.2845 -4.9705
H2 26.2866 0.3888 -3.4765
H3 25.3784 2.7087 -3.0534
H4 26.8630 3.3658 -3.7038
H5 27.8790 2.6936 -1.8349
H6 28.3256 1.7056 -4.9672
C3 28.5000 5.9833 -2.2808
C4 29.6354 6.6995 -1.6738
O3 29.1891 7.4522 -0.4942
O4 27.7036 5.2421 -1.3794
H7 29.0563 5.3984 -3.0133
H8 27.7770 6.6519 -2.7482
H9 30.1798 7.3379 -2.3697
H10 30.3305 5.9818 -1.2380
H11 29.0927 6.7374 0.1392
H12 26.9165 5.0049 -1.8752
C5 29.4988 11.9150 8.8307
C6 30.1676 10.5907 8.3069
O5 29.9932 10.4191 6.8962
O6 28.1955 11.6329 9.1756
H13 29.6377 12.7034 8.0909
H14 30.1012 12.1683 9.7031
H15 29.8332 9.7379 8.8978
H16 31.2176 10.7716 8.5365
H17 29.8890 9.4793 6.7305
H18 28.0024 12.2670 9.8701
C7 23.9402 13.0239 3.2801
C8 23.6843 13.8668 2.0136
O7 22.3077 14.4107 1.9856
O8 23.2438 11.8030 3.3867
H19 23.7626 13.6348 4.1652
H20 25.0029 12.7816 3.2806
H21 23.7786 13.3286 1.0704
H22 24.3382 14.7366 1.9514
H23 21.6936 13.7227 1.7190
H24 23.8853 11.1235 3.1671
C9 28.8383 1.3134 8.6366
C10 29.1583 1.1055 7.1588
O9 29.8556 2.2640 6.7193
O10 27.9463 2.4573 8.8687
H25 29.7026 1.3355 9.3003
H26 28.3151 0.4277 8.9973
H27 28.2274 0.9417 6.6160
H28 29.8118 0.2353 7.0974
H29 30.6596 2.3806 7.2307
H30 28.3569 3.2663 8.5548
C11 32.5681 1.7980 4.7620
C12 33.3298 2.5054 3.6138
O11 34.0596 1.5859 2.8720
O12 33.3932 1.0559 5.6052
H31 31.8262 1.0670 4.4406
H32 32.1159 2.6083 5.3339
H33 34.0585 3.2481 3.9388
H34 32.5482 3.0293 3.0635
H35 34.7598 1.2885 3.4574
H36 33.6931 0.3248 5.0601
C13 24.7010 6.6485 -3.5570
C14 24.9093 7.8211 -2.5453
O13 23.9256 7.7171 -1.4645
O14 25.0596 5.4305 -2.8919
H37 25.5525 6.7992 -4.2205
H38 23.7338 6.5889 -4.0562
H39 24.7083 8.7914 -2.9994
H40 25.8615 7.7997 -2.0154
H41 24.2076 6.9827 -0.9143
H42 24.3696 5.2101 -2.2619
C15 31.6904 9.5441 1.8302
C16 30.5787 10.2753 1.1092
O15 30.4176 9.8280 -0.2230
O16 31.4162 8.1543 2.0485
H43 31.7902 10.0935 2.7663
H44 32.6011 9.8181 1.2976
H45 30.6217 11.3643 1.1259
H46 29.6086 10.0925 1.5714
H47 29.9627 8.9830 -0.2481
H48 32.1300 7.7161 2.5175
C17 28.5649 15.1863 0.7686
C18 29.0691 13.7534 0.9527
O17 28.1238 12.9612 1.7590
O18 28.2855 15.8908 1.9489
H49 27.5558 15.0435 0.3820
H50 29.1326 15.7442 0.0240
H51 30.0507 13.7434 1.4265
H52 29.2771 13.2348 0.0168
H53 28.3381 13.0770 2.6876
H54 28.8376 16.6739 2.0091
C19 30.9603 1.0638 -2.2213
C20 30.4143 2.3620 -1.5388
O19 29.4363 3.0776 -2.3962
O20 29.9506 0.0766 -2.4956
H55 31.8476 0.6681 -1.7272
H56 31.3676 1.3571 -3.1889
H57 31.2139 3.0289 -1.2160
H58 29.9777 2.1048 -0.5738
H59 29.9596 3.5510 -3.0471
H60 29.3112 0.3399 -3.1615
C21 27.3117 11.5541 4.9681
C22 26.3871 11.9633 6.1908
O21 26.3937 11.0252 7.2306
O22 28.6646 11.8498 5.0371
H61 26.8467 11.9967 4.0872
H62 27.2514 10.5011 4.6929
H63 25.3894 11.9900 5.7526
H64 26.6402 12.9575 6.5592
H65 27.1261 11.2350 7.8148
H66 29.1700 11.1756 5.4971
C23 29.2181 2.6025 2.9928
C24 27.9302 2.1580 3.6207
O23 27.2656 1.0444 3.0016
O24 29.1325 3.0387 1.6546
H67 29.9404 1.7884 2.9328
H68 29.6718 3.3991 3.5825
H69 27.2161 2.9771 3.7064
H70 28.2058 1.8250 4.6213
H71 26.3614 1.0892 3.3209
H72 28.9702 2.2499 1.1320
C25 25.9690 10.5653 0.4107
C26 24.8889 9.8979 1.2701
O25 25.1168 9.9260 2.6014
O26 25.8950 11.9653 0.4504
H73 25.7692 10.2637 -0.6175
H74 26.9173 10.1099 0.6958
H75 24.6594 8.8614 1.0229
H76 24.0239 10.5610 1.2534
H77 25.8233 9.3012 2.7803
H78 26.7124 12.3143 0.8132
C27 34.7402 7.0493 4.2655
C28 35.6939 5.8057 4.6817
O27 34.9567 5.1007 5.6979
O28 33.4732 6.6749 3.7995
H79 35.1143 7.7018 3.4765
H80 34.6326 7.6734 5.1526
H81 36.6689 5.8788 5.1634
H82 35.8724 5.2525 3.7597
H83 35.4210 4.2737 5.8467
H84 33.2093 5.9874 4.4153
C29 34.2086 6.4053 0.5194
C30 33.7852 4.9138 1.0286
O29 33.8961 4.0186 -0.0492
O30 35.5411 6.4819 0.0865
H85 33.8515 7.1103 1.2701
H86 33.6401 6.8362 -0.3048
H87 32.8428 4.9795 1.5723
H88 34.5741 4.6623 1.7375
H89 33.7199 3.1349 0.2819
H90 36.1283 5.9461 0.6248
C31 25.4565 3.8497 1.0159
C32 25.1329 5.3615 1.2712
O31 25.7294 6.2985 0.4028
O32 24.8016 3.4833 -0.2020
H91 24.9803 3.2290 1.7749
H92 26.5097 3.5767 1.0809
H93 25.3826 5.5210 2.3201
H94 24.0602 5.5191 1.1596
H95 26.4396 5.9458 -0.1384
H96 25.5291 3.0719 -0.6744
C33 27.3819 4.6823 6.3756
C34 26.1367 5.4630 5.8699
O33 25.2266 5.8929 6.9138
O34 28.2921 5.6211 7.0506
H97 27.8696 4.2462 5.5038
H98 27.2262 3.8402 7.0499
H99 25.5798 4.8096 5.1984
H100 26.5110 6.2860 5.2612
H101 25.6902 6.3626 7.6110
H102 27.8572 5.9182 7.8532
C35 23.7372 9.3455 5.5434
C36 23.7580 8.0734 4.6880
O35 23.2104 6.9217 5.4129
O36 24.4979 9.0747 6.7616
H103 22.6905 9.6154 5.6833
H104 24.2594 10.1401 5.0104
H105 24.7710 7.8646 4.3441
H106 23.2627 8.3013 3.7442
H107 23.7617 6.6220 6.1394
H108 25.1160 9.7774 6.9754
C37 21.7998 7.4381 1.0406
C38 21.5276 8.8713 0.5329
O37 21.2422 9.7193 1.6282
O38 20.6641 7.0170 1.7878
H109 22.7060 7.3645 1.6418
H110 21.8595 6.6978 0.2428
H111 20.7303 8.8934 -0.2099
H112 22.3588 9.2600 -0.0554
H113 21.4665 10.5647 1.2325
H114 20.4671 7.7188 2.4125
C39 28.3271 7.5709 3.1958
C40 28.8382 6.1807 2.9191
O39 28.8276 5.7796 1.5793
O40 26.9666 7.7361 2.7606
H115 28.8994 8.2667 2.5824
H116 28.5758 7.8649 4.2156
H117 28.2540 5.4296 3.4507
H118 29.8479 6.0255 3.2992
H119 28.9735 4.8317 1.5373
H120 27.0445 7.3931 1.8674
C41 27.2033 -0.4975 -0.1770
C42 27.5267 -1.9809 -0.3908
O41 28.7792 -2.0408 -1.1482
O42 28.1741 0.1309 0.5980
H121 26.1945 -0.3246 0.1980
H122 27.2228 0.0082 -1.1424
H123 26.6600 -2.4297 -0.8761
H124 27.6679 -2.5351 0.5371
H125 29.0998 -1.1403 -1.2373
H126 28.0084 0.1949 1.5414
C43 31.0215 7.4047 6.1407
C44 31.5596 6.1239 6.7965
O43 31.2795 4.9237 5.9553
O44 29.7069 7.7511 6.4840
H127 31.2348 7.3782 5.0721
H128 31.5767 8.2228 6.5998
H129 31.1447 5.9850 7.7948
H130 32.6440 6.2299 6.8263
H131 30.3530 4.6784 6.0112
H132 29.1774 6.9685 6.6535

Output
* total charge: 0
* total energy: -137846.310 eV

---

This record from the Open Molecules 2025 dataset describes a molecular structure, C44H26F8N2NaO5SSb. The level of theory is the ωB97M-V functional and the def2-TZVPD basis.

CARTESIAN COORDINATES (ANGSTROEM)
Na1 1.9107 1.2409 0.5936
O1 3.0944 -5.8328 -2.0403
C1 2.4094 -5.9241 -0.8720
O2 2.1427 -7.0101 -0.4317
C2 2.0916 -4.6386 -0.1957
C3 2.8241 -3.4728 -0.4261
C4 2.4775 -2.2896 0.1959
C5 1.3907 -2.2686 1.0696
C6 0.6518 -3.4288 1.3057
C7 1.0103 -4.6090 0.6813
N1 1.0647 -1.0286 1.6306
C8 0.7221 -0.9403 2.8431
C9 0.3456 0.3624 3.4111
C10 -0.2908 0.4465 4.6442
C11 -0.6934 1.6968 5.0888
C12 -0.4476 2.8018 4.2950
C13 0.2051 2.6246 3.0767
N2 0.5970 1.4310 2.6523
H1 3.1583 -4.9036 -2.3001
H2 3.6952 -3.4698 -1.0733
H3 3.0411 -1.3795 0.0314
H4 -0.2328 -3.3879 1.9290
H5 0.4371 -5.5141 0.8347
H6 0.6734 -1.8085 3.5093
H7 -0.4776 -0.4473 5.2263
H8 -1.2004 1.8020 6.0401
H9 -0.7571 3.7919 4.6022
H10 0.4064 3.4396 2.3853
O3 0.9190 5.1146 -0.6675
C14 0.7451 3.8936 -0.8140
O4 0.7123 3.0308 0.1111
C15 0.4974 3.3960 -2.2606
C16 0.2443 4.4188 -3.1782
C17 -0.1112 4.1851 -4.4941
C18 -0.2197 2.8704 -4.9288
C19 0.0561 1.8413 -4.0496
C20 0.4326 2.0588 -2.7100
S1 0.7832 0.5750 -1.8045
H11 0.3266 5.4281 -2.7951
H12 -0.3142 5.0125 -5.1656
H13 -0.5198 2.6449 -5.9474
H14 -0.0139 0.8130 -4.3822
F1 -7.0433 0.3497 3.4672
C21 -5.9039 0.3758 2.7197
C22 -4.6941 0.5463 3.3563
C23 -3.5424 0.5707 2.5715
C24 -3.5809 0.4235 1.1871
C25 -4.8342 0.2629 0.5970
C26 -6.0030 0.2358 1.3490
Sb1 -1.6051 0.4633 0.1004
C27 -2.6019 1.2364 -1.6322
C28 -2.6471 2.6185 -1.7973
C29 -3.2419 3.1925 -2.9129
C30 -3.7921 2.3584 -3.8610
F2 -4.3642 2.9070 -4.9669
C31 -3.7712 0.9854 -3.7408
C32 -3.1673 0.4327 -2.6166
C33 -1.8307 -1.6497 -0.3936
C34 -2.5859 -2.4937 0.4208
C35 -2.6584 -3.8633 0.1832
C36 -1.9651 -4.3796 -0.8915
F3 -2.0297 -5.7153 -1.1324
C37 -1.2017 -3.5862 -1.7214
C38 -1.1336 -2.2232 -1.4579
H15 -4.6606 0.6632 4.4326
H16 -2.5845 0.7157 3.0683
H17 -4.9102 0.1617 -0.4806
H18 -6.9762 0.1124 0.8899
H19 -2.1807 3.2695 -1.0650
H20 -3.2421 4.2633 -3.0671
H21 -4.1975 0.3680 -4.5214
H22 -3.1250 -0.6469 -2.5253
H23 -3.1424 -2.0889 1.2583
H24 -3.2462 -4.5197 0.8131
H25 -0.6621 -4.0315 -2.5487
H26 -0.5185 -1.5864 -2.0893
F4 9.3898 0.6497 0.6116
C39 8.0444 0.6493 0.7744
C40 7.4483 1.3793 1.7895
F5 8.2294 2.1011 2.6205
C41 6.0807 1.3737 1.9586
F6 5.5662 2.0973 2.9752
C42 5.1833 0.6434 1.1237
O5 3.9293 0.6349 1.2896
C43 5.8577 -0.0891 0.1078
F7 5.1197 -0.8397 -0.7434
C44 7.2257 -0.0854 -0.0634
F8 7.7820 -0.8090 -1.0569

Output
* total charge: -2
* total energy: -102800.985 eV

---

This record from the Open Molecules 2025 dataset describes a molecular structure, C44H28FN4Pt. The level of theory is the ωB97M-V functional and the def2-TZVPD basis.

CARTESIAN COORDINATES (ANGSTROEM)
Pt1 0.0201 -0.0037 -0.0027
C1 1.6429 -7.5549 0.2388
C2 0.4460 -7.1078 -0.3045
C3 0.1714 -5.7492 -0.3649
C4 1.0841 -4.8101 0.1149
C5 2.2833 -5.2723 0.6545
C6 2.5603 -6.6303 0.7185
C7 0.7741 -3.3522 0.0749
C8 0.6044 -2.7510 -1.1680
C9 0.7568 -3.4372 -2.4317
C10 0.5213 -2.5329 -3.4007
C11 0.2512 -1.2751 -2.7442
N1 0.2981 -1.4445 -1.3933
C12 0.0050 -0.0844 -3.4128
C13 -0.2355 1.1356 -2.7941
C14 -0.3824 2.3859 -3.5003
C15 -0.6163 3.3332 -2.5710
C16 -0.6111 2.6714 -1.2872
C17 -0.7832 3.3316 -0.0756
C18 -1.1761 4.7685 -0.1278
C19 -0.3424 5.7739 0.3569
C20 -0.7392 7.1032 0.3248
C21 -1.9785 7.4510 -0.1946
C22 -2.8114 6.4596 -0.6954
C23 -2.4105 5.1318 -0.6647
C24 -0.6092 2.7383 1.1680
N2 -0.3006 1.4305 1.3899
C25 -0.2089 1.2694 2.7364
C26 0.0669 0.0854 3.4069
C27 0.0149 0.1093 4.8993
C28 -1.2129 0.2215 5.5494
C29 -1.2845 0.2408 6.9348
C30 -0.1239 0.1541 7.6935
C31 1.1032 0.0450 7.0551
C32 1.1708 0.0230 5.6680
C33 0.3409 -1.1280 2.7933
C34 0.5685 -2.3616 3.5091
C35 0.7665 -3.3196 2.5843
C36 0.6652 -2.6830 1.2888
N3 0.3904 -1.3599 1.4534
C37 -0.4746 2.5255 3.3978
C38 -0.7372 3.4273 2.4329
N4 -0.3703 1.3446 -1.4565
C39 -0.0074 -0.1086 -4.9048
C40 -1.2003 0.1032 -5.5953
C41 -1.2323 0.0837 -6.9821
C42 -0.0659 -0.1397 -7.7022
C43 1.1279 -0.3440 -7.0242
C44 1.1557 -0.3293 -5.6365
H1 1.8554 -8.6152 0.2950
H2 -0.2804 -7.8202 -0.6760
H3 -0.7699 -5.4035 -0.7740
H4 3.0061 -4.5526 1.0186
H5 3.4985 -6.9681 1.1412
H6 1.0360 -4.4704 -2.5472
H7 0.5414 -2.6802 -4.4671
H8 -0.2721 2.5167 -4.5640
H9 -0.7397 4.3928 -2.7209
H10 0.6313 5.5050 0.7477
H11 -0.0763 7.8722 0.7018
H12 -2.2907 8.4878 -0.2111
H13 -3.7796 6.7199 -1.1050
H14 -3.0579 4.3560 -1.0546
H15 -2.1157 0.2909 4.9549
H16 -2.2479 0.3231 7.4227
H17 -0.1761 0.1657 8.7750
H18 2.0133 -0.0179 7.6389
H19 2.1300 -0.0580 5.1713
H20 0.5737 -2.4632 4.5815
H21 0.9423 -4.3686 2.7514
H22 -0.4391 2.6821 4.4633
H23 -0.9888 4.4671 2.5526
H24 -2.1060 0.2794 -5.0281
H25 -2.1692 0.2423 -7.5018
H26 -0.0866 -0.1516 -8.7847
H27 2.0430 -0.5079 -7.5798
H28 2.0884 -0.4826 -5.1075
F1 2.3615 0.6909 -0.1032

Output
* total charge: -1
* total energy: -58010.536 eV

---

This record from the Open Molecules 2025 dataset describes a molecular structure, C44H30AsF3IO3OsS at a distorted geometry. The level of theory is the ωB97M-V functional and the def2-TZVPD basis.

CARTESIAN COORDINATES (ANGSTROEM)
Os1 1.1244 -1.4139 -0.7415
I1 -1.6962 -1.4448 -1.6303
C1 -2.1379 -1.5490 0.4189
C2 -3.4433 -1.7729 0.7289
C3 -3.8481 -1.7661 2.0833
C4 -2.9375 -1.5032 3.0638
C5 -1.5812 -1.2560 2.7517
C6 -0.6534 -0.9620 3.7886
C7 0.6540 -0.7272 3.4956
C8 1.0987 -0.7994 2.1518
C9 0.2590 -1.1186 1.0989
C10 -1.1277 -1.3077 1.3954
H1 -4.1717 -1.9488 -0.0520
H2 -4.8830 -1.9697 2.3296
H3 -3.2403 -1.4871 4.1051
H4 -1.0138 -0.9307 4.8118
H5 1.3627 -0.5022 4.2848
H6 2.1521 -0.6323 1.9487
F1 0.6743 -10.6253 1.4073
C11 1.4656 -10.1902 0.4113
F2 2.7252 -10.5075 0.7530
F3 1.1562 -10.8949 -0.6834
C12 1.3134 -8.7095 0.2018
C13 1.6206 -7.8611 1.2585
C14 1.4939 -6.4957 1.0989
C15 1.0649 -5.9682 -0.1243
C16 0.7509 -6.8307 -1.1729
C17 0.8749 -8.2012 -1.0088
C18 0.9906 -4.5486 -0.2982
C19 0.9433 -3.3363 -0.4421
H7 1.9628 -8.2749 2.1985
H8 1.7274 -5.8214 1.9122
H9 0.4121 -6.4206 -2.1150
H10 0.6403 -8.8732 -1.8221
C20 0.4416 4.8889 -5.0972
C21 1.0167 3.6752 -4.4165
C22 1.9491 3.8190 -3.3866
C23 2.5038 2.7122 -2.7721
C24 2.1161 1.4394 -3.1886
C25 1.2017 1.2684 -4.2138
C26 0.6578 2.3929 -4.8194
S1 2.7995 0.0629 -2.3456
O1 4.1963 -0.0242 -2.5924
O2 1.9758 -1.1343 -2.7123
O3 2.4432 0.2913 -0.8886
H11 0.3339 5.7178 -4.3975
H12 -0.5321 4.6743 -5.5377
H13 1.1032 5.2160 -5.9024
H14 2.2425 4.8132 -3.0671
H15 3.2343 2.8205 -1.9779
H16 0.9166 0.2722 -4.5259
H17 -0.0634 2.2687 -5.6190
C27 -1.4563 5.9621 -2.1531
C28 -1.8778 4.7488 -2.6812
C29 -1.4207 3.5568 -2.1347
C30 -0.5526 3.5776 -1.0489
C31 -0.1244 4.7924 -0.5228
C32 -0.5772 5.9839 -1.0779
As1 -0.0800 1.8417 -0.2755
C33 -1.6320 1.7885 0.9146
C34 -2.9487 1.5731 0.5785
C35 -3.9190 1.6044 1.5759
C36 -3.5818 1.8257 2.9350
C37 -2.2874 2.0373 3.2955
C38 -1.2836 2.0431 2.2889
C39 0.0807 2.3343 2.5039
C40 0.6622 2.6134 3.7667
C41 1.9976 2.9085 3.8406
C42 2.7827 2.9244 2.6748
C43 2.2286 2.6464 1.4226
C44 0.8887 2.3566 1.3283
H18 -1.8085 6.8916 -2.5834
H19 -2.5635 4.7298 -3.5193
H20 -1.7333 2.6110 -2.5657
H21 0.5594 4.8190 0.3169
H22 -0.2459 6.9291 -0.6654
H23 -3.2311 1.3738 -0.4474
H24 -4.9584 1.4558 1.3087
H25 -4.3598 1.8303 3.6873
H26 -2.0340 2.2078 4.3338
H27 0.0626 2.5955 4.6666
H28 2.4509 3.1279 4.7980
H29 3.8402 3.1454 2.7529
H30 2.8526 2.6407 0.5388

Output
* total charge: +1
* ⟨S²⟩: 6.082
* spin multiplicity: 5
* total energy: -142642.313 eV